Molecular formula: C2H3FN
Method: DFT, ωB97M-V/def2-TZVPD

Last column: Löwdin charge in e.
Element x y z (Å)
C 0.5610 0.7115 -1.2260  -0.036
C -0.2560 0.5037 -0.0946  0.080
N 1.2336 0.7517 -2.1158  0.402
F 0.8358 1.8456 -4.3018  0.006
H -1.2705 0.8561 -0.4099  0.179
H -0.3718 1.1578 0.8209  0.190
H -0.2252 -0.5456 0.4009  0.179

Force components x, y, z for each atom (eV/Å):
C -5.978 -0.754 8.886
C -0.274 -1.692 0.845
N 5.684 0.587 -7.502
F -0.041 0.007 -0.058
H -0.317 -0.100 -0.280
H 0.781 0.452 -0.570
H 0.144 1.500 -1.323

Calculated values
Frontier orbital gap (spin up / spin down) = 0.26106 / 0.40054 hartree
Total charge = +1
E_LUMO (spin up / spin down) = -12.363 / -7.735 eV
ΔE to the lowest compared entry with this formula, charge and spin = 151.90 kcal/mol

=====

Molecular formula: CH10O6
Method: DFT, ωB97M-V/def2-TZVPD

Last column: Löwdin charge in e.
Element x y z (Å)
O -0.5227 2.9552 -1.4468  -0.013
C -0.0279 1.7934 -1.5943  -0.369
O -0.4083 0.6858 -0.9927  0.052
H 0.6307 1.6444 -2.5431  0.165
H -0.1431 -0.0511 -1.6504  0.071
O -0.3165 -2.9551 0.6168  -0.061
H 0.3819 -2.4492 1.0694  0.033
H -1.1941 -2.6240 0.7875  0.041
O 0.4093 -0.6507 2.2071  -0.086
H 0.4888 0.3043 1.9599  0.014
H -0.0748 -0.6419 3.0574  0.057
O 0.2283 2.1208 1.3726  -0.105
H 0.0642 2.5327 0.4792  0.021
H 0.2338 2.8464 2.0770  0.095
O -0.1062 -1.6319 -2.0179  -0.035
H -0.4504 -2.1212 -1.2079  0.073
H 0.8071 -1.7580 -2.1738  0.046

Force components x, y, z for each atom (eV/Å):
O 2.094 -4.080 0.745
C -1.904 3.484 -2.645
O 0.684 0.616 -1.088
H -0.515 0.063 1.642
H -0.535 -0.156 1.425
O 0.738 -0.746 -0.967
H -1.027 0.366 0.147
H 0.033 0.560 0.701
O -0.225 0.718 0.630
H -0.220 -0.703 -0.015
H 0.438 -0.016 -0.733
O 0.047 1.691 0.755
H -0.049 -0.129 1.489
H -0.050 -1.375 -1.882
O -2.285 0.143 0.531
H 1.391 0.437 -0.957
H 1.385 -0.870 0.222

Calculated values
Structure (SMILES) = O=CO.O.O.O.O
Frontier orbital gap = 0.40665 hartree
E_LUMO = 0.488 eV
ΔE to the lowest compared entry with this formula, charge and spin = 27.12 kcal/mol

=====

Molecular formula: C7H12OS
Method: DFT, ωB97M-V/def2-TZVPD

Last column: Löwdin charge in e.
Element x y z (Å)
C 1.9025 0.0196 2.3939  0.011
C 1.6414 0.1321 1.1194  -0.137
C 2.5810 0.3910 -0.0296  -0.249
C 2.0789 0.9987 -1.2995  -0.101
O 2.2516 -0.4184 -1.2014  -0.063
H 2.9421 0.0475 2.8174  0.079
H 1.1510 -0.2934 3.0943  0.048
H 0.6185 0.2399 0.7895  0.062
H 3.6181 0.3797 0.2347  0.128
H 1.0924 1.2678 -1.2408  0.043
H 2.8277 1.5370 -1.9074  0.124
C -2.0502 -0.1754 1.2945  -0.037
C -2.6011 0.3744 0.2387  -0.548
S -1.8950 0.6264 -1.3298  0.817
C -2.1640 -0.9810 -1.9940  -0.428
H -2.6565 -0.5344 2.0548  0.043
H -1.0243 -0.4475 1.1978  0.026
H -3.6289 0.8008 0.3149  0.072
H -2.7969 -1.6350 -1.3867  0.048
H -2.6648 -0.7257 -2.8697  -0.019
H -1.2235 -1.6039 -2.2910  0.082

Force components x, y, z for each atom (eV/Å):
C 1.931 -0.756 1.304
C -0.096 1.408 -1.956
C -1.087 -0.864 -0.064
C 3.140 -1.068 1.147
O 0.344 0.617 0.373
H -0.998 -0.056 -0.619
H -0.403 0.380 0.232
H -0.201 -0.528 -0.033
H 0.604 0.190 -0.177
H -2.295 1.049 -0.435
H -0.751 -0.293 0.140
C 0.887 -0.227 -1.641
C -2.045 1.548 0.376
S 1.071 0.937 0.453
C 1.869 -2.375 -0.270
H -0.754 -0.125 1.812
H 0.460 -0.542 0.406
H 0.601 -0.722 -0.039
H 0.098 0.407 0.031
H -0.984 -0.329 -1.797
H -1.390 1.350 0.758

Calculated values
Structure (SMILES) = C=C[C@@H]1CO1.C=CSC
Frontier orbital gap = 0.35262 hartree
E_LUMO = 0.899 eV
ΔE to the lowest compared entry with this formula, charge and spin = 80.63 kcal/mol

=====

Molecular formula: C20H35ClNO10PS
Method: DFT, ωB97M-V/def2-TZVPD

Last column: Löwdin charge in e.
Element x y z (Å)
O -1.9841 -4.0343 5.9454  0.057
N -2.2485 -3.5593 4.9117  -0.081
O -1.1059 -3.1755 4.2462  -0.146
C -1.4088 -2.7517 2.8945  -0.346
P -2.6183 -3.8386 1.9210  0.632
Cl -4.2712 -4.8500 0.6776  -0.037
C -1.8501 -5.4506 2.2648  -0.369
C -0.3113 -5.4396 2.2657  -0.323
C 0.2384 -6.8020 1.8450  -0.582
S 1.9483 -6.7358 1.2451  0.698
H -1.8322 -1.7472 2.9169  0.068
H -0.4410 -2.6548 2.4097  0.082
H -3.6948 -3.3179 2.6240  -0.001
H -2.2519 -3.2046 0.7379  0.005
H -2.2436 -5.8169 3.2151  0.098
H -2.2155 -6.1290 1.4992  0.034
H 0.0886 -4.6694 1.6061  0.091
H 0.0418 -5.2363 3.2765  0.106
H -0.3599 -7.2353 1.0435  0.068
H 0.1930 -7.4921 2.6878  0.072
H 2.3165 -5.7073 2.0157  -0.150
O -1.4289 -0.2645 1.1177  0.085
C -1.2896 -0.3857 -0.0710  -0.474
C -1.7294 0.5315 -1.1852  -0.067
C -1.6062 -0.3561 -2.4232  -0.129
C -0.4963 -1.3118 -2.0129  -0.138
O -0.6292 -1.4539 -0.5794  -0.002
H -1.0392 1.3764 -1.2210  0.128
H -2.7376 0.9009 -1.0241  0.104
H -1.3700 0.1859 -3.3354  0.118
H -2.5365 -0.9048 -2.5787  0.121
H 0.4868 -0.8885 -2.2198  0.104
H -0.5658 -2.3004 -2.4598  0.126
O -3.9590 2.6593 -1.5672  0.111
C -3.3147 3.6643 -1.4718  -0.481
C -3.7339 5.0266 -0.9517  -0.070
C -2.5887 5.9343 -1.4012  -0.142
C -1.4178 4.9554 -1.4435  -0.142
O -2.0063 3.6911 -1.7992  0.017
H -3.7955 4.9575 0.1364  0.131
H -4.7122 5.2943 -1.3411  0.124
H -2.4060 6.7812 -0.7438  0.115
H -2.7872 6.3176 -2.4028  0.117
H -0.9283 4.8359 -0.4785  0.107
H -0.6604 5.1999 -2.1822  0.130
O 1.4761 5.0103 -0.0552  0.109
C 1.6462 4.2121 0.8206  -0.488
C 1.5777 4.4209 2.3223  -0.072
C 2.2464 3.1645 2.8747  -0.147
C 1.9428 2.1464 1.7789  -0.146
O 1.9061 2.9105 0.5587  0.019
H 0.5242 4.4839 2.6032  0.132
H 2.0695 5.3510 2.5932  0.125
H 1.8824 2.8535 3.8509  0.116
H 3.3234 3.3212 2.9469  0.117
H 0.9699 1.6685 1.9111  0.124
H 2.7023 1.3764 1.6707  0.124
O 1.5289 0.9574 -3.5892  0.117
C 2.6752 0.6207 -3.6305  -0.487
C 3.7906 0.9635 -2.6597  -0.073
C 5.0491 0.6009 -3.4441  -0.150
C 4.5350 -0.5100 -4.3556  -0.153
O 3.1569 -0.1851 -4.6060  0.026
H 3.6612 0.3433 -1.7701  0.130
H 3.7230 2.0086 -2.3701  0.126
H 5.8892 0.2870 -2.8290  0.114
H 5.3672 1.4537 -4.0448  0.118
H 4.5726 -1.4894 -3.8738  0.126
H 5.0461 -0.5681 -5.3130  0.124

Force components x, y, z for each atom (eV/Å):
O -0.041 -0.072 0.484
N 0.044 0.040 -0.326
O 0.049 -0.187 -0.181
C -0.098 0.239 0.106
P 0.502 0.580 0.330
Cl -0.154 -0.104 -0.149
C 0.157 -0.304 -0.137
C -0.106 -0.188 0.129
C -0.138 -0.107 0.214
S 0.033 0.049 -0.109
H -0.018 0.006 0.019
H 0.024 -0.079 -0.007
H -0.180 -0.200 -0.015
H -0.053 -0.034 -0.105
H -0.071 0.067 0.013
H -0.105 0.050 -0.009
H -0.065 -0.016 -0.101
H 0.136 0.246 -0.070
H 0.092 0.051 -0.095
H -0.067 -0.029 -0.031
H 0.101 0.006 0.088
O -0.067 0.101 -0.034
C 0.169 0.042 0.027
C -0.033 -0.395 -0.104
C -0.038 0.019 0.040
C 0.064 0.037 -0.141
O -0.065 -0.033 -0.008
H -0.037 0.039 0.010
H 0.141 0.087 0.112
H 0.070 0.030 0.032
H 0.002 -0.007 -0.006
H 0.000 -0.003 -0.009
H -0.029 -0.030 0.070
O -0.309 0.208 -0.079
C 0.113 -0.124 0.162
C 0.126 0.066 -0.141
C -0.070 -0.107 -0.007
C -0.044 0.128 -0.011
O 0.074 0.021 -0.110
H -0.054 -0.016 0.006
H -0.031 -0.020 0.055
H 0.018 -0.026 0.035
H 0.006 0.007 -0.002
H -0.014 0.083 0.026
H 0.013 -0.058 -0.014
O 0.091 0.066 0.086
C -0.138 -0.095 -0.040
C 0.166 -0.111 -0.011
C 0.008 0.048 -0.053
C -0.043 -0.027 0.090
O 0.048 -0.011 -0.030
H -0.008 0.030 -0.003
H -0.073 0.044 -0.002
H -0.051 -0.007 -0.016
H 0.007 -0.015 0.011
H -0.010 0.000 0.012
H 0.015 0.013 -0.039
O -0.066 -0.012 -0.011
C 0.027 -0.018 0.114
C 0.106 0.047 -0.179
C -0.069 0.032 0.000
C 0.062 0.003 0.034
O -0.005 -0.012 -0.027
H -0.015 0.017 0.019
H -0.063 -0.024 0.082
H -0.023 -0.040 0.019
H 0.019 -0.006 -0.006
H 0.007 0.003 0.015
H -0.034 0.012 -0.022

Calculated values
Structure (SMILES) = O=NOC[PH2](Cl)CCCS.O=C1CCCO1.O=C1CCCO1.O=C1CCCO1.O=C1CCCO1
Frontier orbital gap = 0.34733 hartree
E_LUMO = 0.287 eV

=====

no.,energy (eV)
1,-6313.8388
2,-13484.1280
3,-20332.4117
4,-75917.1203